C34H70Cl50FN2O3S | ωB97M-V/def2-TZVPD

```
161
Properties=species:S:1:pos:R:3:forces:R:3
C 4.216 -1.852 1.109 0.69 0.44 0.16
C 4.901 -0.480 1.063 -0.72 -0.40 -0.58
C 3.959 0.571 0.478 0.21 0.63 0.11
C 2.829 0.925 1.462 0.99 -0.31 0.42
C 3.292 2.098 2.312 -0.30 -0.38 0.23
N 1.512 1.222 0.816 -0.48 0.21 0.02
C 0.404 1.473 1.796 -0.60 -0.21 0.27
C -0.327 0.178 2.096 -0.33 0.52 0.50
N -1.190 -0.235 0.960 1.32 -0.79 -0.56
S -1.504 -1.873 1.072 -2.51 0.21 1.48
O -1.713 -2.118 2.463 0.70 0.11 -0.14
O -2.542 -2.277 0.202 0.84 0.04 -0.56
F -0.149 -2.559 0.714 0.14 -0.02 -0.26
C -0.475 0.126 -0.294 -0.05 -0.35 -1.11
O -0.787 -0.805 -1.308 0.25 0.18 0.28
C 1.042 0.156 -0.128 0.34 0.37 -0.58
H 3.157 -1.770 1.337 -0.12 -0.21 0.10
H 4.348 -2.310 0.135 -0.12 -0.07 -0.08
H 4.692 -2.488 1.850 -0.10 -0.16 0.08
H 5.724 -0.567 0.358 0.40 0.18 0.26
H 5.263 -0.145 2.030 0.08 -0.10 0.11
H 4.549 1.482 0.357 -0.03 0.15 -0.27
H 3.649 0.283 -0.525 -0.28 -0.22 0.01
H 2.654 0.074 2.122 -0.23 -0.12 -0.02
H 4.287 1.850 2.673 0.17 0.15 -0.07
H 3.328 3.012 1.724 0.09 0.19 0.02
H 2.696 2.222 3.213 -0.09 0.21 0.01
H 1.632 2.067 0.258 0.08 0.09 0.08
H -0.251 2.229 1.372 -0.14 -0.03 -0.08
H 0.735 1.854 2.753 0.58 0.11 -0.14
H 0.385 -0.594 2.384 0.13 -0.06 -0.02
H -0.937 0.369 2.974 -0.22 -0.14 0.02
H -0.828 1.092 -0.667 -0.10 0.19 0.49
H 0.019 -1.039 -1.798 -0.20 0.01 -0.07
H 1.448 0.419 -1.099 -0.03 0.05 0.00
H 1.481 -0.805 0.127 -0.14 -0.08 0.36
C -6.303 0.644 1.865 -0.05 0.05 -0.11
Cl -7.918 0.124 2.354 -0.02 -0.05 -0.01
Cl -5.570 1.717 3.065 0.08 0.03 -0.16
H -5.677 -0.231 1.754 0.05 -0.10 0.06
H -6.383 1.174 0.924 -0.06 0.07 0.02
C 1.983 -1.003 -4.600 -0.08 0.03 -0.07
Cl 2.286 -0.866 -2.852 0.12 -0.29 -0.06
Cl 0.280 -0.765 -4.962 -0.06 0.01 -0.07
H 2.568 -0.242 -5.092 -0.03 0.18 0.10
H 2.293 -1.987 -4.936 -0.13 0.02 0.23
C -3.788 -0.455 5.430 -0.08 0.03 0.11
Cl -5.154 0.391 6.161 -0.05 -0.17 0.08
Cl -2.274 0.394 5.776 0.06 0.16 -0.24
H -3.733 -1.453 5.850 0.07 0.02 0.11
H -3.932 -0.504 4.357 -0.01 0.14 -0.06
C -1.190 -3.524 5.458 0.23 0.12 -0.12
Cl -1.050 -2.484 6.885 -0.12 -0.14 0.13
Cl 0.262 -4.514 5.286 -0.39 -0.59 0.13
H -2.054 -4.169 5.559 0.03 -0.06 0.16
H -1.290 -2.892 4.581 0.09 -0.01 0.06
C 3.127 -1.982 5.315 -0.06 0.06 0.04
Cl 4.438 -0.939 4.763 0.08 0.05 -0.11
Cl 1.916 -2.235 4.046 0.14 0.44 -0.35
H 3.535 -2.940 5.601 0.04 -0.11 -0.09
H 2.648 -1.512 6.163 -0.05 0.07 0.01
C 5.022 0.169 -7.516 -0.08 0.05 0.12
Cl 3.485 -0.691 -7.425 0.03 -0.03 -0.50
Cl 5.205 1.177 -6.067 0.25 0.03 -0.06
H 5.819 -0.563 -7.564 0.05 0.01 0.14
H 5.044 0.805 -8.392 -0.14 0.06 0.00
C -5.105 3.028 8.931 -0.04 -0.02 -0.02
Cl -6.445 3.895 9.687 -0.02 -0.04 -0.02
Cl -3.554 3.828 9.222 0.05 -0.04 -0.04
H -5.061 2.028 9.343 0.02 0.00 0.09
H -5.276 2.986 7.863 0.01 0.08 -0.04
C 1.489 -0.192 8.900 0.00 0.03 0.01
Cl 3.098 -0.913 8.734 -0.35 0.11 0.08
Cl 1.558 1.572 9.013 -0.04 -0.01 -0.02
H 0.899 -0.459 8.030 0.03 0.02 -0.05
H 1.026 -0.580 9.798 0.05 0.03 0.07
C -9.111 -0.836 -1.186 -0.01 -0.07 0.04
Cl -8.770 0.889 -1.401 0.08 0.02 0.03
Cl -10.662 -1.284 -1.899 0.01 -0.07 0.01
H -8.327 -1.408 -1.666 0.00 0.03 -0.10
H -9.139 -1.051 -0.125 -0.06 0.08 0.04
C 4.350 3.959 5.896 0.02 -0.02 0.00
Cl 4.396 2.191 5.865 -0.17 0.00 -0.01
Cl 5.961 4.630 5.648 0.02 0.14 0.03
H 3.710 4.309 5.096 0.00 -0.04 -0.06
H 3.963 4.281 6.855 0.09 -0.02 0.08
C 8.611 2.677 3.056 0.03 0.09 0.10
Cl 8.091 4.321 2.676 0.05 0.00 -0.03
Cl 7.361 1.484 2.658 0.00 -0.07 0.15
H 9.498 2.451 2.479 -0.04 -0.02 -0.10
H 8.822 2.616 4.116 -0.11 0.00 0.06
C 5.503 -4.326 7.892 0.17 0.02 0.06
Cl 5.474 -2.560 7.716 0.29 -0.31 -0.07
Cl 4.188 -5.120 7.009 0.00 0.02 0.01
H 6.449 -4.697 7.506 -0.37 0.27 0.09
H 5.403 -4.567 8.943 -0.09 0.04 0.02
C -2.833 1.413 -3.732 -0.06 -0.23 -0.09
Cl -1.932 2.811 -3.113 0.05 -0.01 0.08
Cl -2.924 1.392 -5.495 0.04 0.01 0.13
H -2.326 0.513 -3.405 0.08 0.01 0.00
H -3.838 1.446 -3.332 -0.03 0.12 0.00
C -4.296 2.073 -9.056 -0.01 0.07 0.13
Cl -3.267 0.651 -8.815 -0.03 -0.06 -0.04
Cl -3.340 3.551 -9.226 -0.04 0.00 0.00
H -4.879 1.931 -9.957 0.04 -0.02 -0.08
H -4.948 2.176 -8.193 0.31 -0.02 -0.25
C -12.500 1.848 -2.577 0.02 -0.06 -0.04
Cl -12.433 3.534 -2.042 0.03 -0.03 0.00
Cl -13.928 1.012 -1.961 0.03 -0.02 -0.02
H -12.528 1.830 -3.659 -0.08 0.06 -0.03
H -11.617 1.339 -2.214 0.01 0.02 0.09
C 6.992 -0.738 -3.530 0.36 0.02 0.02
Cl 5.691 -0.017 -2.581 -0.06 0.13 0.00
Cl 7.435 -2.328 -2.896 0.01 -0.03 -0.10
H 6.661 -0.849 -4.554 -0.12 -0.04 0.00
H 7.860 -0.077 -3.467 -0.42 -0.55 0.03
C -12.263 7.236 -2.503 -0.07 -0.02 -0.03
Cl -13.567 8.172 -1.772 0.01 0.04 0.08
Cl -10.678 7.962 -2.207 0.04 -0.04 -0.03
H -12.271 6.241 -2.077 0.03 0.03 0.07
H -12.429 7.189 -3.572 0.00 0.08 -0.03
C 1.836 -4.886 -6.938 -0.06 -0.10 -0.14
Cl 0.223 -4.371 -6.436 0.07 0.05 -0.04
Cl 3.131 -3.884 -6.237 0.05 -0.23 -0.54
H 1.993 -5.912 -6.631 0.01 0.02 0.15
H 1.894 -4.797 -8.015 0.04 0.09 -0.02
C -17.201 7.899 -3.917 -0.03 0.04 0.03
Cl -15.829 6.826 -4.224 -0.05 -0.12 -0.09
Cl -16.715 9.597 -3.880 -0.04 0.01 0.01
H -17.928 7.763 -4.707 0.04 0.02 -0.08
H -17.632 7.640 -2.958 0.07 0.01 0.07
C 2.279 -3.967 -11.329 -0.02 -0.05 -0.05
Cl 0.750 -4.835 -11.162 0.02 -0.03 -0.01
Cl 2.597 -2.932 -9.928 0.09 0.04 -0.03
H 3.081 -4.689 -11.414 0.01 -0.04 0.07
H 2.235 -3.346 -12.215 -0.07 0.07 0.01
C 9.082 2.905 -1.710 0.06 0.02 0.06
Cl 8.661 1.965 -3.152 0.27 0.57 0.02
Cl 8.675 2.034 -0.228 -0.02 0.02 -0.19
H 10.146 3.101 -1.723 0.05 -0.08 -0.03
H 8.525 3.833 -1.731 -0.09 -0.02 -0.01
C 9.836 -5.849 7.765 0.07 0.04 0.06
Cl 9.720 -5.035 9.326 0.03 0.00 0.00
Cl 8.254 -5.979 6.977 0.32 -0.29 -0.21
H 10.494 -5.279 7.121 -0.04 0.08 -0.03
H 10.226 -6.847 7.918 -0.07 -0.06 0.04
C 1.734 -4.856 -1.829 -0.11 -0.01 -0.06
Cl 2.090 -4.534 -3.531 -0.09 -0.10 0.51
Cl 2.910 -4.064 -0.769 -0.21 -0.17 -0.03
H 0.751 -4.466 -1.590 -0.02 0.06 -0.05
H 1.762 -5.926 -1.664 0.12 -0.02 0.03
C 8.483 -4.401 -0.033 0.00 -0.03 -0.04
Cl 8.186 -3.383 1.383 -0.08 0.06 0.00
Cl 10.015 -5.270 0.087 -0.02 0.00 -0.03
H 7.680 -5.122 -0.114 -0.01 -0.05 0.08
H 8.512 -3.765 -0.908 0.09 0.05 0.04
C -8.188 1.702 -7.998 -0.06 -0.03 -0.03
Cl -7.950 2.294 -9.645 -0.01 -0.02 0.01
Cl -6.914 2.259 -6.899 -0.29 0.00 0.26
H -9.138 2.070 -7.633 0.00 0.10 0.01
H -8.182 0.620 -8.012 0.09 -0.03 -0.02
```
Positions in Å, forces in eV/Å.

Values from the calculation:
* E_tot: -25180.05253 Eh
* total charge: +1
* max |F|: 0.057 hartree/bohr